The following is a quantum chemistry calculation of a structure of composition C17H44InO6, from the Open Molecules 2025 dataset.

Values from the calculation:
Total charge ... -1
HOMO energy ... -4.027 eV
Frontier orbital gap ... 6.17 eV
DFT total energy ... -1315.494874 a.u.

CARTESIAN COORDINATES (ANGSTROEM)
In1 2.29 4.87 -3.72
O1 -1.04 -6.03 -1.33
O2 -0.57 -0.08 1.52
O3 -0.58 2.28 -0.26
O4 -2.05 -1.91 4.80
O5 -1.53 -4.80 4.67
O6 -1.71 -3.20 -0.83
C1 -2.37 -4.09 3.78
C2 -1.55 0.20 0.53
C3 -1.57 -3.78 -2.11
C4 -0.99 0.98 -0.63
C5 -0.59 0.83 2.61
C6 0.29 5.77 -3.29
C7 -2.06 -4.91 5.98
C8 3.92 6.35 -4.12
C9 -0.79 4.67 -3.29
C10 5.26 5.64 -4.38
C11 -1.93 -5.25 -2.12
C12 0.83 2.41 -0.11
C13 -0.47 -3.04 -0.15
C14 -1.54 -6.32 -0.04
C15 -0.82 -1.72 5.48
C16 6.23 5.74 -3.19
C17 -1.92 -2.65 3.60
H1 -2.33 -4.59 2.81
H2 0.12 -2.24 -0.61
H3 -2.36 -3.94 6.37
H4 -0.94 4.30 -4.31
H5 -0.18 -1.02 4.94
H6 -2.56 -2.18 2.84
H7 5.11 4.57 -4.59
H8 -0.47 3.81 -2.69
H9 -1.47 0.65 3.25
H10 -0.16 0.43 -1.09
H11 6.77 6.68 -3.19
H12 -2.34 -7.07 -0.09
H13 -0.29 -2.67 5.60
H14 -3.41 -4.11 4.13
H15 1.02 3.40 0.30
H16 -1.93 -5.42 0.45
H17 0.31 0.66 3.19
H18 -1.88 -5.63 -3.14
H19 -2.39 0.75 0.97
H20 -2.91 -5.59 6.00
H21 1.34 2.34 -1.08
H22 -0.89 -2.62 3.23
H23 5.76 6.05 -5.26
H24 2.72 3.84 -2.31
H25 -1.05 -1.31 6.46
H26 -2.96 -5.38 -1.77
H27 -1.76 5.00 -2.90
H28 -1.78 1.09 -1.39
H29 4.02 6.99 -3.24
H30 0.02 6.53 -4.04
H31 1.23 1.65 0.57
H32 -1.27 -5.32 6.61
H33 2.19 3.80 -5.15
H34 -0.69 -2.73 0.87
H35 -1.93 -0.76 0.17
H36 -0.55 -3.65 -2.49
H37 -0.72 -6.72 0.55
H38 -2.25 -3.25 -2.79
H39 3.65 7.00 -4.96
H40 -0.61 1.86 2.26
H41 5.68 5.65 -2.25
H42 0.11 -3.96 -0.14
H43 0.33 6.25 -2.31
H44 6.97 4.93 -3.20

Atomic partial charges in e from the Mulliken method, atoms 1 to 4: 0.6216 -0.3880 -0.2908 -0.3557